# 1
DFT (ωB97M-V with the def2-TZVPD basis set) results for 3 unconnected molecules or ions with the total composition C3H12N2O2 in a non-equilibrium geometry.

```
19
Properties=species:S:1:pos:R:3:forces:R:3:nbo_charge:R:1
O -2.950 -1.378 -2.583 -0.7561 3.4677 -1.5130 -0.9739
H 1.121 1.185 -2.045 -0.2898 -1.2359 0.5895 0.1311
N -0.687 0.583 -2.799 1.1607 -0.6888 2.7075 -0.7909
H 1.448 1.613 1.035 -0.3538 -2.7659 0.6472 0.1907
H -3.852 -0.996 -2.343 1.6946 -0.8764 -0.4107 0.4566
C 1.467 0.426 1.339 -0.4745 3.2603 -1.8778 -0.6091
C 1.556 -0.391 0.047 1.9683 -0.5566 1.2983 -0.2175
H -0.588 1.542 -3.158 0.4348 -0.8756 -0.3754 0.3453
H 0.865 1.026 6.054 0.4806 0.3685 0.1735 0.4646
N 0.416 -0.344 -0.786 -1.7107 0.0549 -1.6918 -0.6065
H 1.744 -1.453 0.347 -0.0704 0.6425 -0.3540 0.1922
H -0.454 -0.705 -0.399 0.2800 -0.1482 -0.4017 0.4104
O 0.341 0.540 5.426 2.3686 1.2100 -2.0856 -0.9235
H -0.316 0.190 5.938 -2.8493 -1.5819 1.8984 0.4596
H 0.502 0.184 1.808 0.7889 0.1981 0.7044 0.2177
C 0.301 0.409 -1.914 -0.6801 3.1654 -1.5980 0.3201
H 2.483 -0.038 -0.435 -0.5999 -0.3363 -0.4886 0.2040
H 2.422 0.389 1.868 -0.5975 -0.6163 0.5845 0.2243
H -2.541 -0.569 -3.150 -0.7943 -2.6855 2.1934 0.5048
```
Positions in Å, forces in eV/Å.

Values from the calculation:
- HOMO-LUMO gap (eV) = 9.49
- SMILES string = [H]/N=C/NCC.O.O
- charge = 0
- relative energy (zero: lowest compared OMol25 entry of this formula, charge and spin) (eV) = 2.304
- electronic energy (eV) = -10379.2453

# 2
DFT (ωB97M-V with the def2-TZVPD basis set) results for 3 unconnected molecules or ions with the total composition C3H12N2O2 in a non-equilibrium geometry.

```
19
Properties=species:S:1:pos:R:3:forces:R:3:nbo_charge:R:1
N 0.165 0.834 -0.897 0.3742 -0.9926 -0.2567 -0.8451
C -1.398 -1.069 -1.143 1.6841 -1.4340 -1.8142 0.1037
O 4.800 3.100 2.531 -0.4112 0.3913 -0.5988 -0.9264
H -2.381 -2.822 -1.843 0.0279 -0.2081 -0.6177 0.2082
H -1.366 -2.091 0.558 0.3722 -0.6011 0.2007 0.3525
H 0.152 1.775 -1.260 -0.0787 0.0693 -0.1201 0.3634
N -0.698 -1.937 -0.192 -1.1039 1.1505 0.3253 -0.8421
C -0.778 0.016 -1.608 -0.6999 1.4636 0.4090 -0.0243
H -1.261 -0.491 2.517 0.1527 0.0581 0.2351 0.4535
O -0.542 0.142 2.406 -0.4681 -0.0273 -0.4049 -0.9396
H -1.093 0.457 -2.556 -0.4618 -0.1266 0.2199 0.1687
H 1.091 0.468 -1.105 0.1567 0.0894 0.4854 0.3727
H 4.951 3.239 1.586 0.3609 -0.2331 0.1681 0.4615
H -2.319 -1.431 -3.071 0.3071 -0.5400 -0.2074 0.2214
H -0.516 -2.822 -0.667 -0.1742 0.1856 0.2936 0.3622
H -3.446 -1.440 -1.809 -0.0387 -0.0696 0.3662 0.2158
H -0.614 0.364 1.462 0.4385 0.0488 0.1171 0.4842
H 3.938 3.530 2.615 0.0535 -0.1630 0.4353 0.4649
C -2.425 -1.756 -2.039 -0.4912 0.9388 0.7642 -0.6554
```
Positions in Å, forces in eV/Å.

Values from the calculation:
- HOMO-LUMO gap (eV) = 9.51
- SMILES string = C/C(N)=C/N.O.O
- charge = 0
- relative energy (zero: lowest compared OMol25 entry of this formula, charge and spin) (eV) = 2.058
- electronic energy (eV) = -10379.4912

# 3
DFT (ωB97M-V with the def2-TZVPD basis set) results for 3 unconnected molecules or ions with the total composition C3H12N2O3 in a non-equilibrium geometry.

```
20
Properties=species:S:1:pos:R:3:forces:R:3:lowdin_spin:R:1
N 1.351 1.250 -1.508 0.2717 -0.6213 -2.5581 0.0049
H -1.776 -4.972 2.427 0.1962 -0.5353 -1.3278 0.0578
H 1.006 1.656 0.410 0.9781 0.4251 1.8418 0.0365
H 0.675 -0.411 -2.736 0.8951 -0.1371 -0.1280 0.0031
H 1.514 0.985 -3.583 0.7298 0.0505 -0.9082 0.0014
N -0.863 3.350 0.262 -0.7966 3.0948 2.3257 0.0465
O -1.739 1.905 -1.299 -0.7990 0.5505 -0.1299 0.0154
H 2.245 0.718 -1.493 -0.9421 0.8039 1.9296 0.0067
H 0.066 -2.607 3.418 -0.0543 0.0022 -0.1072 0.0844
H -1.690 4.115 0.240 2.4981 -2.7589 0.1154 0.0203
C -0.886 2.257 -0.520 2.7750 -1.2547 -0.7976 0.0596
O 0.984 -2.403 3.183 -0.8958 -1.2357 -2.0798 0.2557
H -0.198 0.975 -3.008 1.4782 0.3698 0.0817 0.0010
H 1.330 -1.992 3.930 0.9695 1.2672 2.1664 0.0547
H -1.639 -5.676 0.934 -0.5764 -0.5571 0.4145 0.0239
H -0.155 3.412 1.101 -1.9188 -0.1840 -2.3907 0.0597
H -0.151 0.425 -0.096 0.8011 -0.7264 -0.0990 0.0243
C 0.882 0.669 -2.800 -3.8957 0.2340 1.6390 0.0149
O -1.390 -4.964 1.516 0.3854 1.1197 0.8975 0.1546
C 0.433 1.308 -0.380 -2.0994 0.0929 -0.8852 0.0748
```
Positions in Å, forces in eV/Å.

Values from the calculation:
- HOMO-LUMO gap (alpha / beta) (eV) = 2.22 / 9.25
- charge = -1
- expectation value of S² = 0.750
- relative energy (zero: lowest compared OMol25 entry of this formula, charge and spin) (eV) = 2.202
- electronic energy (eV) = -12425.7183
- spin multiplicity = 2

# 4
DFT (ωB97M-V with the def2-TZVPD basis set) results for 2 unconnected molecules or ions with the total composition C3H12N2OS in a non-equilibrium geometry.

```
19
Properties=species:S:1:pos:R:3:forces:R:3:nbo_charge:R:1
H 2.964 1.112 -0.145 0.0210 -0.0520 -0.0690 0.2142
H 1.306 2.621 -1.432 0.0466 0.0343 0.0329 0.1066
H -2.789 0.826 -1.748 0.4252 -0.1946 -0.4436 0.4704
H -0.886 0.241 -0.303 -0.3178 -0.2548 -0.0525 0.3975
H -2.180 -2.351 1.199 -0.1988 0.1658 -0.0440 0.3557
C -0.547 -1.020 1.374 -0.8717 -1.4792 -1.0080 -0.0358
H 1.119 -0.033 -1.286 -0.0260 -0.5814 -0.1244 0.1871
H 2.019 1.082 1.343 0.1304 -0.0305 0.2354 0.2144
C 1.147 -0.165 -0.200 -0.0296 1.2719 -0.5410 -0.2212
O -1.979 0.728 -2.284 -0.4348 0.4742 0.6376 -0.9368
H -1.295 -0.582 2.044 0.4833 0.1866 0.1799 0.1782
C 1.956 1.075 0.260 -0.4039 -0.3056 0.3154 -0.5183
N -0.196 -0.147 0.307 0.7361 -0.1103 0.5948 -0.6733
H 1.664 -1.091 0.054 0.0681 -0.0191 -0.0224 0.1947
N -1.196 -2.310 1.009 -0.2542 -0.4601 0.1277 -0.9004
H 0.360 -1.329 1.893 0.0739 0.6232 0.2549 0.1744
H -1.000 -2.852 0.167 0.4072 0.8264 0.3016 0.3695
S 1.071 2.616 -0.110 0.1246 0.0905 -0.2322 -0.0496
H -1.536 1.578 -2.143 0.0202 -0.1853 -0.1432 0.4726
```
Positions in Å, forces in eV/Å.

Values from the calculation:
- HOMO-LUMO gap (eV) = 8.78
- SMILES string = NCNCCS.O
- charge = 0
- relative energy (zero: lowest compared OMol25 entry of this formula, charge and spin) (eV) = 0.867
- electronic energy (eV) = -19167.8742

# 5
DFT (ωB97M-V with the def2-TZVPD basis set) results for 2 unconnected molecules or ions with the total composition C3H12N2OS.

```
19
Properties=species:S:1:pos:R:3:forces:R:3:nbo_charge:R:1
N 1.492 -0.250 -1.165 0.0781 -0.5152 -0.4070 -0.8574
N -0.418 0.922 0.631 -0.0037 0.9459 0.2002 -0.8589
C -0.549 -0.450 0.244 0.3065 -0.1664 -0.3588 -0.0732
H 2.092 -1.030 -1.443 -0.1544 0.3120 0.2033 0.3641
H -3.409 0.318 1.802 0.0764 0.0430 -0.0267 0.1294
H -0.605 1.060 1.617 -0.2413 -0.1391 -0.0308 0.3682
H -2.136 -1.866 -0.164 0.0903 0.1414 -0.1033 0.2152
S -2.779 -0.861 1.862 -0.0408 0.0646 -0.2300 -0.0658
H 0.034 -1.798 -1.220 0.2494 -0.1630 -0.1876 0.1834
H 0.515 1.288 0.491 0.1471 -0.1764 -0.2021 0.3825
O 2.968 2.038 0.867 0.2847 0.2249 -0.5244 -0.9472
H -0.507 -0.329 -1.930 -0.0660 0.4486 -0.1038 0.1826
H 3.360 2.311 0.015 -0.3151 -0.2399 0.6321 0.4681
H 1.569 0.412 -1.924 0.1462 0.2313 0.0283 0.3627
H 2.856 1.084 0.787 -0.0592 -0.0250 -0.1619 0.4798
H -2.548 -0.166 -0.464 -0.1878 0.1179 -0.0432 0.2282
C -2.012 -0.839 0.193 -0.0636 -0.4832 0.5369 -0.5005
H -0.020 -1.128 0.914 0.0129 -0.2096 0.4329 0.1589
C 0.098 -0.715 -1.114 -0.2597 -0.4118 0.3460 -0.2200
```
Positions in Å, forces in eV/Å.

Values from the calculation:
- HOMO-LUMO gap (eV) = 9.71
- SMILES string = NC[C@@H](N)CS.O
- charge = 0
- relative energy (zero: lowest compared OMol25 entry of this formula, charge and spin) (eV) = 0.208
- electronic energy (eV) = -19168.5327

# 6
DFT (ωB97M-V with the def2-TZVPD basis set) results for 2 unconnected molecules or ions with the total composition C3H12N2OS in a non-equilibrium geometry.

```
19
Properties=species:S:1:pos:R:3:forces:R:3:nbo_charge:R:1
H 1.157 4.421 -2.487 0.8604 -0.2189 -0.2884 0.4635
O 0.724 3.936 -1.783 0.1097 0.1947 -0.2557 -0.9246
C -0.965 -1.065 -1.250 0.5878 1.5928 -1.6659 -0.2342
H 1.665 -0.603 2.013 -0.1564 0.0658 0.2133 0.1341
H -0.733 0.351 0.556 -0.5994 0.2953 -0.7721 0.2064
H -1.203 -1.897 1.142 0.1680 -0.8483 0.3425 0.2182
S 0.503 -0.932 2.613 -0.1588 -0.2920 -0.5150 -0.0894
N -1.541 -0.056 -2.197 0.2386 -0.3386 0.6245 -0.8328
H -1.215 0.852 -1.873 -0.1628 -0.0226 -0.3299 0.3554
H -2.547 -0.067 -2.115 -0.1195 0.1694 0.0330 0.3496
H 1.316 1.021 -0.298 -0.3922 0.2224 0.1412 0.3932
H 0.613 -2.276 0.686 -0.6774 -0.8261 -0.1450 0.2166
H -0.119 -1.507 -1.806 -0.3541 -0.3735 0.1942 0.1740
C -0.169 -1.606 1.025 1.0947 2.5961 -0.3357 -0.5066
H -0.086 4.435 -1.806 -0.9742 -0.0130 0.5688 0.4620
H 1.541 -0.358 -1.179 -0.1381 -0.3483 -0.3375 0.3737
C -0.253 -0.410 -0.062 -0.1338 -2.3196 1.7450 -0.0730
N 1.024 0.075 -0.444 0.8458 0.4121 0.2266 -0.8819
H -1.694 -1.853 -1.091 -0.0381 0.0522 0.5561 0.1960
```
Positions in Å, forces in eV/Å.

Values from the calculation:
- HOMO-LUMO gap (eV) = 8.99
- SMILES string = NC[C@H](N)CS.O
- charge = 0
- relative energy (zero: lowest compared OMol25 entry of this formula, charge and spin) (eV) = 1.101
- electronic energy (eV) = -19167.6403

Which value of relative energy (zero: lowest compared OMol25 entry of this formula, charge and spin) does entry 3 give?
2.202 eV